No. 1
Here is a 6-piece molecular cluster, CH14O6 overall at a distorted geometry from the Open Molecules 2025 dataset. Energies are from ωB97M-V/def2-TZVPD.

Geometry as XYZ:
```
21
Properties=species:S:1:pos:R:3:lowdin_charge:R:1
O -1.78 1.36 -3.50 -0.08
O 2.44 2.04 -1.43 -0.05
H -1.78 -0.51 -0.13 0.00
H 1.66 2.59 -1.54 0.05
H -0.29 0.06 1.98 0.08
H 3.38 1.15 0.51 0.01
O 3.15 0.92 1.42 -0.06
O -2.02 0.09 -0.88 -0.08
H -2.91 -0.26 -1.04 0.05
O 0.52 -2.31 -0.09 -0.03
H -1.77 0.66 -2.83 0.00
H 1.33 -2.04 0.36 0.05
H -1.75 -0.24 3.07 0.08
H 2.40 0.33 1.34 0.01
H 0.64 -3.26 -0.22 0.06
O -1.76 -1.36 1.40 -0.16
H -0.47 -1.41 2.95 0.08
H -1.18 -2.01 0.98 0.05
H 3.21 2.59 -1.59 0.04
C -1.01 -0.64 2.40 -0.11
H -2.02 2.22 -3.14 0.03
```

SMILES: CO.O.O.O.O.O
Total charge: 0
LUMO (eV): 0.14

=====

No. 2
Here is a 6-piece molecular cluster, CH14O6 overall at a distorted geometry from the Open Molecules 2025 dataset. Energies are from ωB97M-V/def2-TZVPD.

Geometry as XYZ:
```
21
Properties=species:S:1:pos:R:3:lowdin_charge:R:1
H 0.54 0.51 1.43 0.06
H -2.23 0.32 0.83 -0.01
O -3.16 0.06 0.92 -0.08
H 0.32 -2.07 1.95 0.08
H -0.39 -1.54 -1.22 0.09
O 0.29 -1.66 -0.53 -0.08
O -1.66 1.23 -1.18 -0.08
H -0.15 -2.31 0.02 0.07
C 1.07 -1.24 2.12 -0.13
O 2.36 -0.20 -1.54 -0.04
H -0.72 1.08 -0.99 -0.01
H -2.98 -0.56 1.65 0.04
H 1.53 1.21 -1.39 -0.01
H 1.63 -1.27 3.04 0.09
H -1.98 2.08 -0.88 0.04
H 0.74 2.18 -2.33 0.06
O 0.85 1.92 -1.40 -0.08
H 2.36 -0.70 -2.36 0.07
H 1.65 -0.56 -0.98 0.00
O 0.23 -0.06 2.15 -0.14
H 1.36 -1.38 1.04 0.05
```

SMILES: CO.O.O.O.O.O
Total charge: 0
LUMO (eV): 0.10